Here is a 2-piece molecular cluster, C15H22BF2N7O9P overall from the OMol25 dataset. Energies are from ωB97M-V with the def2-TZVPD basis set.

Each line ends with the Mulliken charge.
Element x y z (Å)
C  -2.32166  1.94430  0.00062  -0.851
N  -2.71496  0.95890  1.01497  0.234
C  -3.99650  0.29634  0.65602  -1.151
B  -1.72283  0.05000  1.42710  0.661
O  -1.86904  -0.83857  2.44043  -0.759
N  -0.35723  -0.04853  0.68878  0.038
C  0.90819  0.41531  0.77076  0.336
N  1.38675  1.20006  1.75287  0.125
C  2.75677  1.76421  1.53790  -1.191
C  2.69473  3.09000  0.76905  -0.923
C  2.93541  3.01373  -0.71974  0.730
C  2.23319  3.87850  -1.54542  -0.537
C  2.42567  3.87297  -2.91360  -0.664
C  3.33266  2.99776  -3.48084  -0.471
C  4.03734  2.13142  -2.66537  -0.846
C  3.83775  2.13607  -1.30034  -0.027
P  0.49810  1.64705  3.13342  0.699
O  -0.74727  2.30302  2.76496  -0.556
O  1.44539  2.54704  4.00319  -0.526
O  0.33822  0.31528  3.98454  -0.529
N  1.66605  0.01556  -0.26870  -0.277
C  0.89497  -0.73694  -0.99779  0.332
O  1.21934  -1.38728  -2.09168  -0.507
N  -0.33816  -0.82263  -0.45950  0.057
N  -1.46256  -1.51472  -0.85699  0.342
C  -1.31394  -2.94575  -0.64532  0.503
O  -1.19572  -3.76400  -1.47162  -0.391
F  -1.29087  -3.15944  0.66731  -0.188
C  -2.03329  -1.17782  -2.11984  0.353
O  -2.93078  -1.75531  -2.61494  -0.392
F  -1.42255  -0.09363  -2.63386  -0.233
H  -3.17976  2.55573  -0.26316  0.458
H  -1.55957  2.61159  0.38998  0.177
H  -1.95579  1.49082  -0.92351  0.249
H  -4.84303  0.80931  1.10208  0.337
H  -4.12995  0.33034  -0.42575  0.371
H  -3.99677  -0.75065  0.94359  0.409
H  -2.36971  -0.44069  3.16307  0.354
H  3.21871  1.92886  2.50134  0.413
H  3.34820  1.01242  1.03055  0.746
H  1.68515  3.47734  0.90954  0.305
H  3.34942  3.81858  1.24363  0.573
H  1.52254  4.57411  -1.12072  0.396
H  1.86164  4.55916  -3.52646  0.423
H  3.49429  3.01435  -4.54735  0.436
H  4.74770  1.45114  -3.11002  0.416
H  4.40491  1.44642  -0.69261  0.386
H  2.12354  2.03797  4.46649  0.343
H  0.65861  -0.48444  3.55314  0.427
H  0.97184  -0.90135  -2.89194  0.389
C  -2.01478  -6.71912  -0.60722  -0.486
N  -2.69822  -7.32210  0.57117  0.895
O  -2.00558  -7.78622  1.45023  -0.523
O  -3.90915  -7.29147  0.56877  -0.526
H  -0.94477  -6.80834  -0.46502  0.296
H  -2.34508  -7.25994  -1.48852  0.324
H  -2.32756  -5.68674  -0.65764  0.021

The value obtained for the HOMO-LUMO gap is 8.47 eV. The net charge is +1.